(1)
56
Properties=species:S:1:pos:R:3:forces:R:3:mulliken_charge:R:1 method="wB97M-V/def2-TZVPD" spin_multiplicity=3 total_charge=-1 energy_ev=-53123.8279 e_above_lowest_ev=0.625
C 1.87065 -0.09681 2.62995 0.6 0.3 -0.2 -0.179
C 2.23148 -0.81846 1.45863 0.1 1.2 -0.1 -1.045
C 2.01959 0.01785 0.33723 0.7 0.3 0.1 0.132
H 2.63499 -1.82816 1.41233 -0.5 0.2 0.1 0.562
C 1.58942 1.30560 0.80435 1.0 -0.1 0.6 -0.355
C 1.53357 1.24210 2.23882 1.0 0.1 -0.7 -1.352
H 1.51143 2.21797 0.20850 -0.2 -0.5 0.2 0.482
C -1.15372 -2.15814 2.80811 0.0 0.2 -0.5 -0.560
C 0.06996 -2.61290 2.28905 -0.6 -0.4 0.0 -0.882
C 0.06564 -2.45884 0.88033 -1.1 0.1 0.1 -0.396
H 0.88236 -2.99546 2.89695 -0.1 0.0 -0.2 0.452
C -1.15664 -1.83117 0.50584 -0.4 -1.1 0.7 -0.618
C -1.91913 -1.61798 1.72905 0.1 -0.5 -0.6 -0.467
H 2.18719 -0.24800 -0.71900 -0.1 0.1 0.7 0.526
H 1.41542 2.10324 2.89509 -0.2 -0.4 -0.1 0.527
H 1.92554 -0.46719 3.66958 -0.2 0.3 -0.8 0.377
H -2.96752 -1.29455 1.77591 0.7 -0.1 0.1 0.276
H 0.79000 -2.83167 0.16441 0.1 0.3 0.2 0.511
H -1.48131 -2.21752 3.84778 0.3 0.3 -0.4 0.500
Ti -0.36003 0.26090 1.49366 1.2 -2.8 0.8 0.766
C -1.58924 -1.50834 -0.92012 0.1 1.0 0.3 3.299
C -3.12414 -1.39217 -0.94464 0.2 -0.1 -0.2 -2.089
C -1.13526 -2.44294 -2.04596 -0.4 -0.5 -0.1 -1.887
H -3.51021 -2.38869 -0.66964 -0.1 0.4 -0.2 0.439
H -3.49143 -1.09319 -1.94061 0.1 -0.1 0.3 0.436
H -3.50786 -0.68100 -0.20117 0.2 -0.1 -0.3 0.324
H -1.57967 -3.43833 -1.95418 0.2 -0.1 0.1 0.390
H -0.04522 -2.51792 -2.14552 -0.2 -0.1 0.3 0.267
H -1.50436 -2.01627 -2.99578 0.1 -0.1 0.3 0.415
C -0.79420 -0.21017 -1.26993 0.4 0.4 -1.1 1.688
C -1.28873 1.13253 -0.87331 0.5 -1.9 0.5 -1.410
H -0.55707 -0.13013 -2.34570 -0.7 -0.5 0.7 -0.200
H 0.20473 -0.36537 -0.82247 -0.4 -0.1 -0.4 -1.049
O -1.25605 1.39687 0.42172 -1.0 1.3 0.0 -0.785
N -1.60557 2.06959 -1.77178 -1.3 1.2 -2.2 -0.039
C -0.65105 2.81629 -2.58435 0.2 0.6 -0.2 -1.173
H -2.54133 2.46385 -1.72541 0.4 0.1 0.0 0.350
C 0.60644 2.03050 -2.98304 -0.2 -0.3 -0.6 0.539
C 1.83552 2.53043 -2.56759 0.3 -0.4 -0.2 -0.631
H 1.85164 3.52553 -2.12322 0.1 -0.3 0.2 0.339
C 3.02379 1.81240 -2.77249 -0.1 0.0 -0.1 -0.482
H 3.97710 2.28810 -2.49827 -0.5 -0.5 0.0 0.323
C 2.96980 0.52710 -3.33101 0.4 0.5 0.0 -0.551
H 3.90350 -0.04931 -3.45283 -0.7 0.3 0.2 0.356
C 1.75565 0.03934 -3.82800 0.0 0.8 -0.2 -0.259
H 1.73172 -0.94378 -4.29753 -0.1 0.3 0.0 0.411
C 0.60410 0.84176 -3.77272 0.6 0.3 0.5 0.168
H -0.27593 0.50409 -4.32251 0.0 0.1 0.5 0.352
H -0.36051 3.69294 -1.98466 0.5 0.0 -0.3 0.352
H -1.11987 3.25785 -3.49005 -0.1 -0.6 0.4 0.408
B -0.65530 0.78496 6.00079 0.2 -0.3 1.4 0.143
C -0.80126 0.75764 4.50217 -0.5 0.0 -4.2 0.245
N -0.89471 0.72117 3.32322 -0.6 0.7 4.5 -0.516
H -1.70278 1.21491 6.45356 0.1 0.0 0.1 -0.150
H 0.30583 1.49518 6.27047 -0.2 -0.1 0.0 -0.148
H -0.46699 -0.39624 6.33601 -0.1 0.5 0.0 -0.132

---

(2)
70
Properties=species:S:1:pos:R:3:forces:R:3:mulliken_charge:R:1 method="wB97M-V/def2-TZVPD" smiles="N=[PH2]C1=C(C(F)(F)C(F)(F)C(F)(F)C(F)(F)F)C(=O)c2cc(N=C=O)ccc2C1=O.COC[C@@H](C)N.COC[C@@H](C)N" energy_ev=-74243.2691
N -2.23514 -4.00655 2.00014 0.1 0.1 -0.9 -0.618
P -2.00065 -3.55835 0.49734 0.6 -1.5 1.4 0.144
C -0.85394 -2.08205 0.34679 -0.5 0.5 -0.5 0.411
C -1.25421 -0.81707 0.66771 0.9 -0.5 -0.6 -0.031
C -2.67734 -0.37472 1.14925 0.1 0.9 -1.1 0.548
F -2.78046 0.99573 0.82356 0.0 -1.8 0.6 -0.353
F -3.71995 -0.97679 0.44159 1.6 0.5 1.3 -0.276
C -2.84204 -0.48027 2.72299 0.8 -0.6 1.3 0.745
F -3.46946 -1.62492 3.15481 0.8 1.7 -1.1 -0.272
F -1.53416 -0.51309 3.24163 -2.0 0.2 -0.7 -0.300
C -3.59085 0.74366 3.41277 0.4 0.4 2.0 0.647
F -3.78711 0.35519 4.76297 0.5 0.5 -2.5 -0.303
F -2.80908 1.91371 3.48086 -1.7 -2.4 -0.6 -0.253
C -5.05886 1.03432 2.85256 -1.6 1.5 1.1 0.616
F -5.82707 1.40079 3.95311 1.1 -0.6 -1.7 -0.262
F -5.66733 -0.05680 2.30576 1.3 1.6 0.4 -0.223
F -5.10440 2.12056 2.00870 0.3 -2.1 0.9 -0.227
C -0.15314 0.31947 0.53652 0.5 -0.5 -0.7 0.235
O -0.01829 1.22519 1.31754 -0.4 -0.6 -0.7 -0.485
C 0.81327 0.13544 -0.69805 0.8 -0.6 -1.2 0.241
C 1.26616 1.31704 -1.43836 0.6 -3.2 -0.4 -0.569
C 2.17119 1.07539 -2.59966 -1.0 -2.0 1.7 0.418
N 2.60547 2.22947 -3.37987 1.1 0.1 1.7 -0.516
C 2.84709 3.21388 -2.64302 -2.4 -0.9 -0.6 0.642
O 2.73313 4.14229 -1.95607 1.2 -0.1 -0.5 -0.358
C 2.60868 -0.30594 -2.94210 -1.3 0.6 1.2 -0.358
C 2.14612 -1.50420 -2.18853 -0.8 2.8 0.8 -0.721
C 1.23549 -1.25989 -1.06134 -0.1 1.5 -0.5 0.421
C 0.60857 -2.40410 -0.17835 0.2 1.5 -0.4 -0.047
O 1.18313 -3.43047 0.09104 -0.8 0.7 -0.4 -0.513
H -1.87262 -4.96222 2.09401 -0.2 0.5 0.2 0.231
H -1.37027 -4.65514 -0.19140 -0.2 1.1 -0.4 0.099
H -3.17708 -3.25987 -0.24445 0.6 0.3 0.0 0.080
H 0.88560 2.31560 -1.11484 0.6 -0.9 -0.5 0.383
H 3.28703 -0.39570 -3.82635 -0.8 0.0 0.9 0.401
H 2.46566 -2.54788 -2.45740 -0.3 1.4 0.3 0.427
C 1.17500 -0.00739 -6.87796 0.2 0.3 0.1 -0.690
O 2.35372 -0.73599 -6.57755 -0.2 -0.3 0.0 -0.279
C 2.40866 -2.03420 -7.15450 0.3 -0.1 0.1 -0.746
C 2.88105 -2.05935 -8.62094 -0.2 0.4 0.0 0.349
C 1.80948 -1.61769 -9.61280 -0.1 -0.1 -0.2 -1.388
N 4.08028 -1.23777 -8.81717 0.0 -0.1 0.3 -0.741
H 0.29793 -0.65598 -6.95285 0.0 0.0 -0.1 0.330
H 1.30685 0.56255 -7.79969 -0.2 0.0 -0.1 0.251
H 1.00818 0.70882 -6.07082 0.1 -0.1 0.0 0.201
H 3.14066 -2.58777 -6.55704 0.0 0.1 0.0 0.326
H 1.45049 -2.55403 -7.03017 -0.1 0.1 -0.1 0.421
H 3.13489 -3.09722 -8.86222 0.0 0.0 0.1 0.407
H 1.66167 -0.53673 -9.61533 0.0 0.0 0.1 0.282
H 2.09422 -1.90098 -10.62833 0.0 0.0 0.1 0.348
H 0.85030 -2.09373 -9.39344 0.0 0.0 0.0 0.343
H 4.82495 -1.59685 -8.22400 0.0 0.0 -0.1 0.268
H 3.88449 -0.31681 -8.42625 0.0 -0.1 -0.2 0.326
C -0.81455 1.94652 9.14095 0.0 -0.4 0.0 -0.657
O -1.34599 1.35966 7.96636 -0.1 0.4 0.0 -0.416
C -1.33488 2.20636 6.82410 -0.2 -0.2 -0.2 -0.183
C 0.00796 2.24444 6.07888 0.1 0.0 0.3 0.494
C 1.06850 3.09609 6.77012 0.1 0.2 -0.1 -1.555
N 0.53697 0.89805 5.86673 -0.2 -0.2 0.0 -0.715
H -1.03072 3.01692 9.20044 0.1 0.0 -0.1 0.305
H 0.26206 1.77217 9.19816 0.0 0.2 0.1 0.226
H -1.27301 1.45290 10.00004 -0.1 0.0 -0.1 0.270
H -2.08181 1.78650 6.14411 0.0 -0.1 0.1 -0.148
H -1.68477 3.21326 7.08504 0.1 0.0 0.1 0.437
H -0.17781 2.69687 5.09848 -0.1 -0.1 0.0 0.375
H 1.49832 2.60216 7.64303 -0.1 0.0 0.0 0.286
H 1.89348 3.30294 6.08472 -0.1 -0.1 0.0 0.375
H 0.65509 4.05643 7.08930 0.0 0.0 0.0 0.347
H -0.13538 0.36460 5.31977 0.1 0.0 -0.1 0.203
H 0.54059 0.42350 6.76896 0.1 0.1 -0.1 0.341

---

(3)
56
Properties=species:S:1:pos:R:3:forces:R:3:mulliken_charge:R:1 method="wB97M-V/def2-TZVPD" total_charge=+1 energy_ev=-86562.7269
Zr 0.20381 -0.40566 -1.22639 -0.3 -2.8 1.0 0.424
N 1.89151 -1.64996 -2.52669 0.0 0.1 0.3 -0.597
C 1.20901 -2.52436 -3.48999 -0.3 -0.6 -0.1 -0.534
C 0.09441 -3.29936 -2.77399 0.5 0.0 -0.4 -0.843
N -0.87799 -2.39256 -2.16049 0.0 -0.4 0.6 -0.056
C -2.14569 -2.20136 -2.86139 -0.1 0.5 -0.4 -0.933
C -2.06599 -0.91846 -3.70119 -0.1 -0.6 0.0 -0.583
N -1.66069 0.19084 -2.81259 -0.2 0.3 0.2 -0.577
H 2.36641 -2.22566 -1.81529 -0.3 0.4 -0.2 0.250
H 2.62691 -1.11486 -2.99979 -0.3 0.0 0.4 0.257
H 0.77631 -1.89286 -4.27379 0.1 -0.1 0.0 0.264
H 1.89001 -3.24086 -3.96899 -0.1 0.2 0.1 0.430
H -0.38339 -3.96286 -3.50399 0.0 0.0 0.2 0.377
H 0.54211 -3.90936 -1.97909 -0.1 0.1 -0.2 0.379
H -1.01319 -2.67506 -1.17049 0.0 0.1 -0.8 0.354
H -2.38649 -3.04966 -3.51429 0.0 0.1 0.2 0.359
H -2.95629 -2.10226 -2.12639 0.2 0.0 -0.1 0.410
H -1.30909 -1.03856 -4.48279 -0.1 0.1 0.1 0.299
H -3.02659 -0.71506 -4.19169 0.2 0.0 0.1 0.420
H -1.51979 1.02574 -3.38909 0.0 -0.1 0.3 0.231
H -2.46619 0.40404 -2.20679 0.4 0.1 -0.2 0.287
C 0.26981 -1.90066 0.34481 -0.8 3.0 -0.8 -0.592
Ge -0.41729 -0.62846 1.49151 0.1 0.1 1.0 0.905
C 1.98291 0.75664 -0.70789 0.4 0.5 0.1 0.742
C 2.87731 0.20554 0.22681 0.2 -0.2 0.1 -0.475
C 3.95831 0.92214 0.71551 0.0 -0.2 0.0 -0.675
C 4.17551 2.22704 0.30231 0.0 0.0 0.0 -0.372
C 3.31561 2.80134 -0.61649 -0.1 0.1 -0.1 -0.663
C 2.24571 2.07174 -1.12059 -0.2 0.1 -0.3 -0.267
C -1.71249 0.91374 1.00471 0.8 -0.8 -0.2 0.350
C -1.51739 1.74234 -0.09759 0.4 -0.3 -0.1 0.151
C -2.46919 2.68494 -0.46559 0.1 0.2 -0.3 -0.719
C -3.61659 2.83964 0.29551 0.1 0.0 -0.1 -0.513
C -3.81769 2.03884 1.40881 0.0 0.0 0.0 -0.621
C -2.88499 1.07154 1.73931 0.0 -0.2 0.1 -0.574
C -0.02249 -0.29946 3.41971 -0.1 -0.3 -1.0 0.320
C 0.72991 -1.24746 4.10381 -0.1 -0.2 -0.3 -0.422
C 1.16361 -1.00276 5.39171 0.0 0.0 0.1 -0.610
C 0.85601 0.20334 5.99991 0.0 0.0 0.1 -0.402
C 0.10601 1.15324 5.32661 0.0 0.1 0.1 -0.679
C -0.32709 0.90584 4.03621 -0.2 0.1 -0.2 -0.149
H 2.70741 -0.81496 0.58621 0.1 0.4 0.0 0.377
H 4.62101 0.46514 1.43731 0.1 0.0 0.0 0.401
H 5.01041 2.79054 0.69471 0.0 0.0 0.0 0.392
H 3.47131 3.82124 -0.93649 0.0 0.1 -0.1 0.407
H 1.60161 2.55934 -1.86669 0.2 -0.1 0.3 0.294
H -0.55949 1.69774 -0.66009 -0.3 0.6 0.3 0.127
H -2.31109 3.31754 -1.33109 0.0 0.0 0.0 0.451
H -4.34939 3.58184 0.01901 0.0 0.1 0.0 0.423
H -4.70889 2.16724 2.00571 0.0 0.0 0.1 0.407
H -3.05059 0.42474 2.59041 -0.1 0.0 0.1 0.535
H 0.97241 -2.17516 3.60461 0.1 -0.1 0.0 0.371
H 1.74311 -1.74486 5.92081 0.0 0.0 0.0 0.406
H 1.20671 0.40004 7.00021 0.0 0.0 0.1 0.393
H -0.13729 2.09194 5.80401 0.0 0.0 0.0 0.391
H -0.90169 1.65664 3.50751 0.0 0.0 0.0 0.270